{"formula": "C42H35BrF10N7O6P2S5Ti", "method": "the ωB97M-V functional and the def2-TZVPD basis", "max_force_ev_per_a": 0.48, "multiplicity": 4, "relative_energy_ev": 0.000, "lumo_ev": [-0.4519, -3.4579], "symbols": ["Ti", "S", "C", "N", "C", "C", "C", "C", "C", "C", "S", "H", "H", "H", "H", "F", "C", "C", "F", "C", "F", "C", "P", "C", "C", "C", "C", "C", "C", "C", "C", "C", "C", "C", "C", "C", "Br", "C", "F", "H", "H", "H", "H", "H", "H", "H", "H", "H", "H", "F", "P", "F", "F", "F", "F", "F", "C", "C", "S", "O", "O", "C", "C", "N", "C", "N", "C", "C", "N", "O", "O", "C", "H", "H", "H", "H", "H", "H", "H", "H", "H", "H", "H", "H", "H", "N", "C", "C", "C", "C", "C", "C", "S", "O", "O", "N", "C", "S", "C", "C", "N", "H", "H", "H", "H", "H", "H", "H", "H"], "coordinates": [[-1.105, 0.753, 1.060], [-0.099, 0.061, 4.380], [-1.496, -0.706, 3.882], [-1.967, -0.651, 2.634], [-3.047, -1.445, 2.464], [-3.698, -1.663, 1.231], [-4.746, -2.540, 1.201], [-5.179, -3.202, 2.375], [-4.561, -3.007, 3.585], [-3.475, -2.127, 3.630], [-2.447, -1.723, 4.937], [-3.363, -1.166, 0.327], [-5.251, -2.737, 0.265], [-6.015, -3.886, 2.310], [-4.887, -3.530, 4.473], [6.070, 5.687, 2.717], [5.385, 4.645, 2.268], [5.923, 3.830, 1.289], [7.129, 4.088, 0.796], [5.195, 2.741, 0.842], [5.784, 1.983, -0.088], [3.926, 2.437, 1.320], [2.929, 0.989, 0.736], [3.857, -0.409, 1.469], [5.138, -0.838, 1.118], [5.712, -1.924, 1.759], [5.020, -2.595, 2.761], [3.750, -2.177, 3.122], [3.172, -1.094, 2.473], [3.336, 0.925, -1.045], [3.103, 2.050, -1.835], [3.215, 1.986, -3.214], [3.562, 0.793, -3.833], [3.793, -0.334, -3.059], [3.671, -0.272, -1.677], [3.405, 3.279, 2.310], [1.707, 3.003, 3.082], [4.128, 4.364, 2.778], [3.645, 5.165, 3.723], [5.687, -0.327, 0.340], [6.706, -2.248, 1.478], [5.474, -3.442, 3.258], [3.203, -2.694, 3.900], [2.173, -0.772, 2.742], [2.816, 2.987, -1.373], [3.026, 2.871, -3.807], [3.655, 0.745, -4.910], [4.078, -1.267, -3.532], [3.851, -1.162, -1.088], [-1.377, 2.309, 2.546], [-2.990, 2.892, 2.526], [-3.268, 1.963, 3.807], [-2.613, 3.706, 1.199], [-2.541, 4.096, 3.448], [-4.507, 3.325, 2.444], [-3.266, 1.560, 1.571], [2.761, -3.520, -0.374], [3.008, -4.334, -1.630], [1.519, -5.005, -2.362], [1.929, -5.929, -3.385], [0.647, -5.432, -1.298], [0.722, -3.613, -3.206], [-0.621, -3.197, -2.625], [-0.487, -2.515, -1.339], [-0.025, -1.255, -1.184], [0.127, -0.953, 0.106], [-0.214, -2.081, 0.808], [-0.618, -3.041, -0.067], [-1.329, -4.234, 0.280], [-1.193, -4.616, 1.425], [-2.071, -4.729, -0.541], [0.293, -0.340, -2.307], [3.711, -3.279, 0.103], [2.149, -4.082, 0.331], [2.254, -2.578, -0.594], [3.614, -5.221, -1.437], [3.511, -3.767, -2.417], [0.590, -3.954, -4.233], [1.434, -2.789, -3.225], [-1.268, -4.054, -2.480], [-1.118, -2.507, -3.308], [-0.133, -2.154, 1.877], [1.113, -0.724, -2.913], [0.616, 0.614, -1.897], [-0.569, -0.178, -2.954], [-7.818, 3.983, -0.961], [-6.708, 3.208, -1.225], [-6.369, 2.147, -0.375], [-5.271, 1.363, -0.647], [-4.492, 1.615, -1.771], [-4.827, 2.650, -2.630], [-5.929, 3.440, -2.362], [-3.044, 0.661, -2.052], [-3.331, -0.722, -1.742], [-2.570, 0.983, -3.380], [-1.967, 1.123, -0.951], [-1.206, 2.231, -1.110], [-1.273, 3.491, -2.291], [-0.027, 4.326, -1.423], [0.364, 3.611, -0.348], [-0.282, 2.412, -0.186], [-8.149, 3.986, -0.012], [-7.860, 4.881, -1.410], [-6.964, 1.956, 0.509], [-5.008, 0.559, 0.026], [-4.223, 2.832, -3.508], [-6.188, 4.249, -3.034], [0.346, 5.281, -1.754], [1.118, 3.905, 0.368]], "forces_ev_per_a": [[0.2, 0.3, 0.1], [-0.1, 0.0, -0.1], [0.0, 0.0, 0.0], [0.0, -0.2, -0.1], [-0.1, 0.0, 0.0], [0.0, 0.0, 0.0], [0.0, 0.0, 0.0], [0.0, 0.0, 0.0], [0.1, 0.0, 0.1], [0.0, 0.0, 0.0], [0.0, 0.0, 0.0], [0.0, 0.0, 0.0], [0.0, 0.0, 0.0], [0.0, 0.0, 0.0], [0.0, 0.0, 0.0], [0.1, 0.1, 0.0], [-0.1, -0.1, -0.1], [-0.2, 0.0, 0.1], [0.1, 0.0, 0.0], [-0.1, 0.1, 0.1], [0.0, -0.1, -0.1], [0.1, -0.1, -0.1], [0.0, 0.1, 0.0], [-0.1, -0.1, 0.0], [0.0, 0.1, 0.0], [0.0, 0.0, 0.0], [0.0, 0.0, 0.0], [0.0, 0.0, 0.0], [0.0, 0.0, -0.1], [0.0, -0.1, 0.0], [0.0, 0.0, 0.0], [0.0, 0.0, 0.0], [0.0, 0.0, 0.0], [0.0, 0.0, 0.0], [0.1, 0.0, 0.0], [0.0, 0.0, 0.0], [0.0, 0.0, 0.0], [0.1, 0.0, -0.1], [0.0, 0.0, 0.0], [0.0, 0.0, 0.0], [0.0, 0.0, 0.0], [0.0, 0.0, 0.0], [0.0, 0.0, 0.0], [0.0, 0.0, 0.0], [0.0, 0.0, 0.0], [0.0, 0.0, 0.0], [0.0, 0.0, 0.0], [0.0, 0.0, 0.0], [0.0, 0.1, 0.0], [0.1, 0.2, 0.1], [0.2, 0.0, 0.1], [0.0, 0.0, 0.0], [-0.1, 0.0, 0.1], [-0.1, 0.0, 0.0], [0.0, 0.0, 0.0], [0.0, -0.1, -0.1], [-0.1, 0.0, 0.0], [0.0, 0.0, -0.1], [0.1, 0.2, -0.1], [0.0, 0.0, 0.0], [0.0, -0.1, 0.0], [0.0, 0.0, 0.0], [-0.1, 0.1, 0.0], [0.1, 0.1, 0.1], [-0.1, 0.0, -0.1], [-0.1, -0.2, 0.2], [0.1, -0.3, -0.4], [0.1, 0.4, 0.1], [0.0, 0.1, 0.1], [0.1, -0.1, 0.1], [-0.1, -0.1, -0.1], [0.0, 0.0, 0.0], [0.0, 0.0, 0.0], [0.0, 0.0, 0.0], [0.0, 0.0, 0.0], [-0.1, -0.1, 0.0], [0.0, 0.0, 0.0], [0.0, -0.1, 0.0], [0.1, 0.0, 0.0], [0.0, 0.0, 0.0], [0.0, 0.0, 0.0], [-0.1, 0.0, 0.0], [0.0, 0.0, 0.0], [0.0, 0.0, 0.0], [0.0, 0.0, 0.0], [-0.1, 0.0, 0.0], [0.1, -0.1, 0.0], [0.0, 0.0, -0.1], [0.0, 0.0, 0.1], [0.0, -0.1, 0.1], [0.1, 0.1, -0.1], [0.0, 0.0, 0.0], [-0.1, 0.0, 0.0], [0.0, 0.0, -0.1], [0.0, 0.0, 0.1], [0.1, -0.1, -0.2], [-0.1, 0.0, -0.1], [0.1, 0.0, 0.0], [0.1, 0.0, 0.1], [-0.1, 0.0, -0.1], [0.0, 0.1, 0.1], [0.0, 0.0, 0.0], [0.0, 0.0, 0.0], [0.0, 0.0, 0.0], [0.0, 0.0, 0.0], [0.0, 0.0, 0.0], [0.0, 0.0, 0.0], [0.0, 0.0, 0.0], [0.0, 0.0, 0.0]]}